1.
Entry from the Open Molecules 2025 dataset: a 2-piece molecular cluster, C4H9NO2S overall at a distorted geometry (ωB97M-V/def2-TZVPD).

Element x y z (Å)
C: 0.87 1.03 -0.17
C: 0.20 1.69 1.01
C: -0.41 -0.93 0.57
C: 1.28 -1.00 -1.28
N: 0.49 -0.28 -0.31
O: -3.16 0.31 0.04
O: 1.63 1.53 -0.99
S: -3.88 -0.78 -0.69
H: -0.84 1.41 1.09
H: 0.76 1.39 1.83
H: 0.35 2.74 1.02
H: -0.60 -2.03 0.19
H: 0.07 -0.98 1.60
H: -1.32 -0.51 0.69
H: 0.76 -1.14 -2.14
H: 2.14 -0.49 -1.56
H: 1.67 -1.95 -0.92

Properties
SMILES: CC(=O)N(C)C.O=S

---

2.
Entry from the Open Molecules 2025 dataset: one molecule with the formula C4H9NO2S2 at a distorted geometry (ωB97M-V/def2-TZVPD).

Element x y z (Å)
C: 0.36 -1.74 1.52
C: -1.13 -0.50 -2.78
C: 0.21 1.79 1.71
C: 0.75 0.82 -1.31
N: 1.00 -2.62 2.12
O: -1.32 0.13 0.26
O: 0.93 -0.62 0.97
S: -0.53 1.19 -2.44
S: 0.03 0.60 0.28
H: -0.71 -1.81 1.40
H: -0.28 -1.14 -3.00
H: -1.80 -0.43 -3.63
H: -1.67 -0.86 -1.91
H: 0.00 1.27 2.64
H: 1.21 2.19 1.69
H: -0.53 2.56 1.53
H: 1.47 1.63 -1.23
H: 2.00 -2.46 2.17

Properties
SMILES: [H]/N=C\O[S@](C)(=O)=CSC

---

3.
Entry from the Open Molecules 2025 dataset: a 2-piece molecular cluster, C4H9NO3 overall at a distorted geometry (ωB97M-V/def2-TZVPD).

Element x y z (Å)
O: -0.88 1.16 -1.42
C: 0.15 0.53 -1.62
C: 1.16 0.66 -0.63
C: 0.96 0.04 0.88
C: 0.62 -1.44 0.76
N: -0.54 -1.93 0.17
O: 1.41 -2.22 1.20
H: 0.22 -0.06 -2.56
H: 2.29 0.42 -0.91
H: 1.34 1.73 -0.37
H: 1.93 0.09 1.49
H: 0.28 0.49 1.56
H: -1.05 -1.32 -0.42
H: -0.30 -3.02 0.13
H: -2.01 1.48 1.08
H: -2.82 1.35 -0.04
O: -2.75 2.03 0.71

Properties
SMILES: NC(=O)CCC=O.O

---

4.
Entry from the Open Molecules 2025 dataset: one molecule with the formula C4H9NO3 at a distorted geometry (ωB97M-V/def2-TZVPD).

Element x y z (Å)
O: 1.78 1.13 0.89
C: 0.63 0.73 0.67
N: 0.15 -0.12 1.64
C: -1.04 -0.99 1.42
O: -0.77 -2.24 0.91
C: -0.14 1.20 -0.51
C: 0.70 0.74 -1.76
O: 0.77 -0.67 -1.85
H: 0.73 -0.31 2.44
H: -1.83 -0.43 0.92
H: -1.36 -1.08 2.48
H: -0.07 -2.14 0.24
H: -0.36 2.27 -0.47
H: -1.13 0.74 -0.62
H: 1.71 1.08 -1.49
H: 0.29 1.08 -2.72
H: -0.06 -1.00 -2.20

Properties
SMILES: O=C(CCO)NCO

---

5.
Entry from the Open Molecules 2025 dataset: one molecule with the formula C4H9NO3 at a distorted geometry (ωB97M-V/def2-TZVPD).

Element x y z (Å)
C: -1.26 -0.35 1.23
C: -0.37 -0.16 0.03
C: -0.82 1.00 -0.92
O: -2.22 1.25 -0.87
N: 1.02 0.03 0.35
C: 2.00 -0.79 -0.09
O: 3.22 -0.36 0.36
O: 1.86 -1.77 -0.78
H: -2.29 -0.55 0.96
H: -0.94 -1.16 1.89
H: -1.33 0.56 1.84
H: -0.46 -1.03 -0.60
H: -0.54 0.67 -1.90
H: -0.38 1.97 -0.71
H: -2.72 0.64 -1.44
H: 1.33 0.85 0.86
H: 3.88 -0.80 -0.20

Properties
SMILES: C[C@@H](CO)NC(=O)O

---

6.
Entry from the Open Molecules 2025 dataset: a 2-piece molecular cluster, C4H9NO3 overall at a distorted geometry (ωB97M-V/def2-TZVPD).

Element x y z (Å)
O: 2.68 -1.09 1.15
C: 2.36 -0.16 0.47
C: 1.07 -0.10 -0.29
C: 0.11 0.94 0.34
C: -0.98 1.53 -0.69
O: -1.07 2.68 -0.92
N: 0.32 -1.33 -0.12
H: 3.12 0.68 0.20
H: 1.45 0.17 -1.31
H: -0.52 0.57 1.16
H: 0.70 1.88 0.77
H: -1.68 0.84 -1.10
H: 0.56 -1.93 0.63
H: 0.29 -1.95 -0.94
H: -2.69 -0.63 0.99
H: -2.59 -1.31 -0.45
O: -3.12 -0.80 0.10

Properties
SMILES: N[C@H](C=O)CC=O.O

---

7.
Entry from the Open Molecules 2025 dataset: one molecule with the formula C4H9NO3 at a distorted geometry (ωB97M-V/def2-TZVPD).

Element x y z (Å)
C: 1.71 -0.16 -0.85
C: 0.68 -0.30 0.33
C: 0.61 1.15 0.94
O: 0.07 2.02 -0.03
N: -0.55 -0.81 -0.24
C: -1.79 -0.60 0.26
O: -2.68 -1.27 -0.54
O: -2.18 0.16 1.12
H: 2.67 0.12 -0.39
H: 1.85 -1.12 -1.36
H: 1.37 0.53 -1.62
H: 1.28 -1.07 0.82
H: 1.65 1.41 1.08
H: 0.06 1.11 1.89
H: -0.75 1.58 -0.32
H: -0.51 -1.36 -1.07
H: -3.48 -1.40 -0.03

Properties
SMILES: C[C@@H](CO)NC(=O)O

---

8.
Entry from the Open Molecules 2025 dataset: one molecule with the formula C4H9NO3 at a distorted geometry (ωB97M-V/def2-TZVPD).

Element x y z (Å)
C: -1.84 -0.55 -0.25
C: -0.33 -0.80 -0.16
C: 2.41 1.32 0.28
N: 0.33 0.22 0.64
C: 2.06 0.03 0.64
O: -2.05 0.65 -0.97
O: -2.50 -1.59 -0.91
O: 2.43 -1.10 0.62
H: -2.06 1.41 -0.38
H: -2.24 -1.57 -1.85
H: -0.03 0.26 1.59
H: -2.29 -0.52 0.75
H: 0.09 -0.78 -1.17
H: -0.13 -1.79 0.26
H: 0.70 1.19 0.06
H: 2.02 2.14 0.87
H: 3.43 1.48 -0.02

Properties
SMILES: C=C([O-])[NH2+]CC(O)O

---

9.
Entry from the Open Molecules 2025 dataset: a 2-piece molecular cluster, C4H9NO3 overall at a distorted geometry (ωB97M-V/def2-TZVPD).

Element x y z (Å)
C: -1.37 -0.76 0.77
O: -2.38 0.00 0.84
C: 0.05 0.18 0.45
C: 1.25 -0.52 0.49
C: 1.94 -0.74 -0.76
O: 3.26 -0.99 -0.54
O: 1.51 -0.92 -1.87
N: -0.28 0.83 -0.77
H: -1.16 -1.26 1.73
H: -1.48 -1.50 -0.04
H: -0.07 0.87 1.29
H: -2.52 2.48 0.12
H: 1.66 -0.79 1.45
H: 3.59 -1.13 -1.44
H: 0.15 0.43 -1.58
H: -2.88 2.90 0.62
H: -1.29 0.91 -0.74

---

10.
Entry from the Open Molecules 2025 dataset: C4H9NO3 as an isolated structure at a distorted geometry (ωB97M-V/def2-TZVPD).

Element x y z (Å)
C: -1.07 -0.87 0.97
C: -0.90 -1.25 -0.58
C: 0.57 0.65 -0.57
C: 1.99 0.82 -0.05
H: -0.28 -1.34 1.45
H: -2.07 -1.51 0.96
H: -1.53 0.12 1.08
H: -0.96 -2.42 -0.54
H: -1.79 -0.98 -1.43
H: 2.78 1.68 -0.79
H: 1.88 1.27 1.44
H: 1.96 -1.05 -0.69
H: -1.55 2.70 -0.14
N: -0.15 1.55 0.14
O: 0.15 -0.50 -1.17
O: 2.38 -0.52 0.21
O: -1.42 1.66 -0.29

---

11.
Entry from the Open Molecules 2025 dataset: an isolated ion of composition C4H9NO3 and charge +1 at a distorted geometry (ωB97M-V/def2-TZVPD).

Element x y z (Å)
O: 1.25 -1.86 0.79
C: 0.48 -1.51 -0.05
O: -0.21 -2.36 -0.85
C: 0.18 -0.08 -0.49
C: 0.18 0.91 0.71
C: -0.70 2.12 0.51
O: -2.05 1.95 0.90
N: 1.07 0.45 -1.50
H: 0.10 -3.25 -0.66
H: -0.79 -0.05 -1.01
H: -0.14 0.39 1.62
H: 1.21 1.23 0.92
H: -0.35 3.07 0.92
H: -0.81 2.30 -0.58
H: -2.09 1.87 1.87
H: 1.87 -0.16 -1.77
H: 1.54 1.33 -1.24

Properties
Multiplicity: 2
Charge: +1

---

12.
Entry from the Open Molecules 2025 dataset: a 2-piece molecular cluster, C4H9NO4 overall at a distorted geometry (ωB97M-V/def2-TZVPD).

Element x y z (Å)
C: -0.62 0.66 0.90
C: -0.36 -0.70 0.29
C: 1.28 1.74 -1.34
N: 1.44 0.52 -1.73
C: -0.84 -1.61 1.47
O: 0.74 0.21 -2.91
O: -1.78 -2.51 1.16
O: 0.24 1.07 1.91
O: -0.29 -1.63 2.54
H: 0.97 -0.71 -3.09
H: -2.08 -2.46 0.24
H: 0.57 0.30 2.41
H: -1.67 0.83 1.18
H: -0.94 -0.86 -0.61
H: 0.70 -0.85 0.10
H: 1.89 2.00 -0.49
H: -0.29 1.44 -0.01
H: 1.05 2.55 -2.04

Properties
SMILES: O=C(O)CCO.C=NO

---

| no. | molecular weight (g mol⁻¹) | DFT total energy (eV) |
| --- | --- | --- |
| 1 | 135.19 | -20711.6748 |
| 2 | 167.26 | -31545.7353 |
| 3 | 119.12 | -11924.8830 |
| 4 | 119.12 | -11926.0765 |
| 5 | 119.12 | -11927.0983 |
| 6 | 119.12 | -11924.6727 |
| 7 | 119.12 | -11926.6291 |
| 8 | 119.12 | -11923.8237 |
| 9 | 119.12 | -11922.0144 |
| 10 | 119.12 | -11917.8030 |
| 11 | 119.12 | -11916.8279 |
| 12 | 135.12 | -13971.1166 |